78
Properties=species:S:1:pos:R:3:mulliken_charge:R:1 method="wB97M-V/def2-TZVPD" smiles="C[C@H](I)C[C@]1(CCCCn2cccc2)[C@H](CCCCOC=O)[N@H+](O)[C@@](CC(=O)O)(B(N)O)[C@H](S(=O)(=O)F)[C@@H]1O" mol_weight_g_mol=690.4 total_charge=+1 multiplicity=1 lumo_energy_ev=-4.18 total_energy_ha=-2560.86535
C 1.1592 -2.2116 3.8071 -0.63
C 1.4428 -0.5986 3.5478 -0.37
I 1.3133 0.3176 5.5815 0.08
C 0.3689 0.1620 2.6201 -1.33
C 0.8053 0.8386 1.2196 1.75
C -0.4381 1.9315 0.9316 -1.05
C -1.9355 1.3628 1.1886 -0.43
C -3.1298 2.0747 0.3018 -0.62
C -4.5647 1.4461 0.8878 -0.66
N -5.6936 1.5679 -0.1175 0.22
C -5.9714 2.5604 -1.2247 -0.26
C -7.3608 1.9666 -1.8782 -0.41
C -7.8821 0.6310 -1.0638 -0.43
C -6.7204 0.4343 0.0772 -0.20
C 0.7628 -0.2401 -0.0597 -1.43
C 1.4900 -1.6746 0.2571 -0.18
C 0.3194 -2.8386 0.5319 -0.42
C 0.9024 -4.3742 0.4308 -0.37
C -0.4495 -5.3588 0.3995 -0.49
O -0.8006 -5.8202 -0.9522 -0.35
C -1.6641 -4.8672 -1.6659 0.26
O -2.9338 -4.5458 -1.3062 -0.47
N 1.0633 0.3717 -1.4013 0.59
O 0.9068 -0.5888 -2.3722 -0.42
C 2.3675 1.1404 -1.5289 -0.62
C 3.2761 0.5597 -2.7772 -0.74
C 4.7206 1.2731 -3.0123 0.23
O 5.5535 0.6450 -3.8908 -0.56
O 5.2396 2.5197 -2.4429 -0.42
B 1.8606 2.6343 -2.1306 0.50
N 1.0155 2.7405 -3.4264 -0.59
O 2.1255 3.9299 -1.4778 -0.61
C 3.1979 1.3238 -0.1101 -0.19
S 4.5340 0.1142 0.2696 1.29
O 5.9388 0.7575 -0.0800 -0.59
O 4.5459 -1.2364 -0.4702 -0.54
F 4.7335 -0.3056 1.9552 -0.30
C 2.1718 1.7186 1.1556 -0.85
O 2.8827 1.9455 2.4267 -0.45
H -0.0088 -2.3516 3.6789 0.22
H 1.7822 -2.8662 3.0593 0.03
H 1.4069 -2.4401 4.9439 0.46
H 2.5692 -0.5068 3.2621 0.39
H -0.4749 -0.6493 2.3772 -0.04
H -0.1404 1.0133 3.2850 0.67
H -0.3404 2.4707 -0.0989 0.12
H -0.2507 2.7794 1.7527 0.55
H -2.0647 0.1908 1.0804 0.08
H -2.2047 1.5952 2.3285 0.33
H -3.0339 1.7945 -0.8378 0.30
H -3.1891 3.2458 0.4397 0.31
H -4.3665 0.2771 1.0140 0.31
H -4.8264 1.8402 1.9624 0.21
H -5.3176 3.4967 -1.4943 0.29
H -7.9444 2.3965 -2.7992 0.28
H -8.8124 -0.0627 -1.2139 0.30
H -6.6440 -0.4088 0.9119 0.27
H -0.3984 -0.5260 -0.1264 0.51
H 2.1039 -2.1215 -0.6655 0.20
H 2.2930 -1.6349 1.1309 0.05
H -0.3218 -2.6298 1.4862 0.02
H -0.4273 -2.7170 -0.3919 0.10
H 1.6485 -4.6729 1.2835 0.36
H 1.3693 -4.4863 -0.6622 0.26
H -0.3136 -6.2542 1.1670 0.30
H -1.3911 -4.7416 0.7968 0.32
H -1.2624 -4.2774 -2.6230 0.29
H 0.2333 1.0117 -1.6012 1.08
H -0.0132 -0.5236 -2.7633 0.39
H 3.4719 -0.6031 -2.7373 0.35
H 2.6602 0.7213 -3.7883 0.52
H 6.2471 2.4311 -2.3035 0.39
H 1.7362 2.9917 -4.1576 0.35
H 0.7161 1.7616 -3.6555 0.25
H 1.2521 4.2142 -1.0685 0.36
H 3.7900 2.3525 -0.2823 0.95
H 1.8419 2.8340 0.8643 0.42
H 3.4714 2.7485 2.2454 0.50

95
Properties=species:S:1:pos:R:3:mulliken_spin:R:1 method="wB97M-V/def2-TZVPD" mol_weight_g_mol=2249.8 total_charge=-1 multiplicity=2 lumo_energy_ev="0.89 / 0.89" s_squared=0.7549 total_energy_ha=-57148.50050
C 4.5679 2.3635 -0.0749 0.00
Br 3.9895 2.6022 -1.9826 0.00
Br 6.2173 3.3690 0.2194 0.00
Br 4.7802 0.4257 0.3563 0.00
H 3.7748 2.8413 0.5003 0.00
C 2.6017 -3.8356 -2.9424 0.00
Br 2.3566 -5.8267 -3.2133 0.00
Br 3.0644 -3.2874 -1.1478 0.00
Br 0.8155 -2.9337 -3.4236 0.00
H 3.5322 -3.5024 -3.4019 0.00
C -3.0412 3.1062 2.5019 0.00
Br -4.8231 2.6975 1.6472 0.00
Br -1.8502 1.6933 1.8225 0.00
Br -3.1758 2.9883 4.4599 0.00
H -2.6295 4.0827 2.2467 0.00
C 2.0857 5.3343 -4.3470 0.00
Br 3.0839 6.2649 -2.8824 0.00
Br 3.0010 3.7131 -4.9053 0.00
Br 2.1173 6.6060 -5.8927 0.00
H 1.0394 5.2323 -4.0590 0.00
C -6.3567 -0.4643 -2.6065 0.25
Br -4.7600 -0.9957 -1.4151 0.28
Br -5.6420 0.6062 -4.2024 0.30
Br -7.6298 0.3646 -1.3675 0.18
H -6.7986 -1.3827 -2.9929 -0.01
C -2.4822 -4.1988 -5.5123 0.00
Br -2.6279 -2.8702 -3.9673 0.00
Br -4.3302 -4.6092 -6.1904 0.00
Br -1.4640 -5.7364 -4.9646 0.00
H -1.9509 -3.7687 -6.3614 0.00
C 0.4127 0.0972 -8.0196 0.00
Br 0.1916 -0.1696 -10.0259 0.00
Br -0.9750 -0.6762 -6.8319 0.00
Br 0.6587 2.0107 -7.8409 0.00
H 1.3774 -0.3521 -7.7836 0.00
C 1.1158 -3.6226 3.2726 0.00
C 2.1541 -3.9759 4.4058 0.00
C 3.0496 -2.6419 4.7593 0.00
S 3.1438 -1.6907 3.1624 0.00
O 4.4083 -1.9941 2.4743 0.00
O 2.8388 -0.2975 3.3069 0.00
C 1.8113 -2.6815 2.3484 0.00
H 0.2623 -3.1381 3.7466 0.00
H 0.5993 -4.5070 2.8994 0.00
H 2.7474 -4.8061 4.0225 0.00
H 1.7164 -4.3402 5.3352 0.00
H 4.1133 -2.7234 4.9827 0.00
H 2.5340 -2.0005 5.4741 0.00
H 2.5104 -3.1902 1.6846 0.00
H 1.1042 -1.9624 1.9347 0.00
C 0.0391 -0.0031 -0.7905 0.00
C -1.2269 -0.3401 -1.7931 -0.01
C -1.0948 0.1439 -3.1924 -0.01
S 0.2872 1.4134 -3.1153 0.00
O -0.2877 2.7060 -3.6058 0.00
O 1.5293 0.8901 -3.7045 0.00
C 0.4657 1.3476 -1.2688 0.00
H 0.9320 -0.6247 -0.7237 0.00
H -0.0273 -0.0246 0.2973 0.00
H -2.1179 0.1340 -1.3813 -0.02
H -1.3762 -1.4178 -1.7272 0.01
H -1.9979 0.7093 -3.4223 0.00
H -0.7973 -0.6242 -3.9063 0.00
H -0.0175 2.1907 -0.7751 0.00
H 1.5451 1.4502 -1.1572 0.00
C -2.8443 -1.8527 1.5660 0.01
C -2.8703 -3.3602 1.2761 0.00
C -4.3629 -3.7976 0.9876 0.01
S -5.4281 -2.7601 2.0296 0.00
O -5.7427 -3.6479 3.1171 0.00
O -6.3795 -2.1366 1.1128 0.00
C -3.9683 -1.5864 2.5606 0.00
H -3.1179 -1.1630 0.7676 0.01
H -1.8946 -1.5120 1.9785 0.00
H -2.4407 -3.8259 2.1630 0.00
H -2.1877 -3.6619 0.4816 -0.01
H -4.5675 -4.8308 1.2683 0.00
H -4.8566 -3.4853 0.0673 0.00
H -3.5989 -1.8500 3.5517 0.00
H -4.3687 -0.5727 2.5685 0.00
C 3.4279 5.2179 4.2646 0.00
C 3.6711 3.7141 4.2538 0.00
C 2.3342 2.8969 4.0494 0.00
S 1.2716 3.9699 2.8420 0.00
O -0.0789 4.2573 3.4260 0.00
O 1.4158 3.4408 1.5070 0.00
C 2.4596 5.4172 3.0582 0.00
H 4.2860 5.8789 4.1428 0.00
H 3.0051 5.5499 5.2128 0.00
H 4.1809 3.3085 5.1277 0.00
H 4.4305 3.5750 3.4844 0.00
H 1.8383 3.0381 5.0098 0.00
H 2.4480 1.8341 3.8362 0.00
H 1.8372 6.2957 3.2282 0.00
H 3.0070 5.4804 2.1178 0.00